No. 1
The following is a quantum chemistry calculation of a structure of composition C20H27N6RhS, from OMol25.

Positions of all 55 atoms, in Å:
Rh (8.39, 10.45, 8.20)
C (8.49, 13.15, 14.02)
C (7.39, 13.14, 13.20)
C (7.26, 12.12, 12.24)
C (8.02, 10.95, 12.43)
C (9.14, 10.92, 13.27)
C (9.42, 12.06, 14.03)
N (7.70, 9.91, 11.64)
N (7.24, 10.15, 10.45)
C (6.77, 9.07, 9.77)
C (5.70, 8.22, 10.16)
C (5.37, 7.19, 9.32)
C (6.22, 6.93, 8.20)
C (7.29, 7.71, 7.86)
C (7.51, 8.85, 8.62)
H (8.74, 14.02, 14.61)
H (6.71, 13.95, 13.21)
H (6.55, 12.12, 11.43)
H (9.71, 9.98, 13.43)
H (10.37, 12.22, 14.60)
H (5.25, 8.33, 11.12)
H (4.55, 6.51, 9.67)
H (6.06, 6.06, 7.53)
H (7.93, 7.64, 6.97)
C (11.10, 10.01, 9.47)
S (10.50, 10.09, 7.71)
C (10.60, 8.45, 6.97)
H (12.13, 9.54, 9.50)
H (10.43, 9.53, 10.16)
H (11.22, 11.01, 9.75)
H (9.95, 7.85, 7.58)
H (11.65, 8.10, 7.02)
H (10.17, 8.55, 5.96)
C (7.34, 12.35, 6.20)
N (6.52, 13.42, 5.70)
C (6.85, 14.61, 6.50)
N (6.58, 14.42, 7.96)
C (7.47, 13.33, 8.37)
N (7.14, 12.09, 7.68)
C (5.65, 11.80, 7.92)
N (4.81, 12.83, 7.39)
C (5.09, 13.00, 5.92)
C (5.11, 14.08, 8.04)
H (8.41, 12.57, 5.98)
H (7.19, 11.43, 5.63)
H (6.23, 15.43, 6.21)
H (7.89, 14.78, 6.31)
H (7.30, 13.09, 9.49)
H (8.55, 13.65, 8.20)
H (5.49, 11.75, 8.99)
H (5.48, 10.83, 7.46)
H (4.52, 13.89, 5.59)
H (4.86, 12.11, 5.35)
H (4.83, 14.02, 9.07)
H (4.49, 14.86, 7.66)

Computed properties:
molecular weight	486.45	u
multiplicity	5
charge	+2
⟨S²⟩	6.061
lowest unoccupied orbital energy (alpha / beta)	-0.29287 / -0.32963	hartree
relative energy (zero: lowest compared OMol25 entry of this formula, charge and spin)	94.3	kJ/mol



No. 2
The following is a quantum chemistry calculation of a structure of composition C5H20LiO5, from OMol25.

Positions of all 31 atoms, in Å:
Li (0.22, 0.22, 0.03)
C (-1.59, -2.27, 1.01)
O (-1.35, -1.33, 0.07)
H (-0.75, -2.52, 1.53)
H (-2.00, -3.25, 0.53)
H (-2.43, -1.94, 1.72)
H (-2.01, -1.32, -0.63)
C (0.67, 0.38, -2.92)
O (1.33, 1.01, -1.77)
H (1.41, -0.07, -3.37)
H (0.33, 0.91, -3.84)
H (-0.22, -0.09, -2.41)
H (1.99, 1.55, -2.10)
C (-0.25, 0.45, 2.93)
O (0.74, 0.60, 1.95)
H (-0.51, 1.28, 3.47)
H (0.13, -0.42, 3.61)
H (-1.12, 0.06, 2.46)
H (1.61, 0.49, 2.41)
C (1.66, -1.93, -1.04)
O (2.07, -1.00, -0.02)
H (2.03, -2.99, -0.89)
H (2.12, -1.70, -1.90)
H (0.66, -2.03, -1.06)
H (2.91, -1.39, 0.34)
C (-1.08, 3.22, 0.06)
O (-1.31, 1.78, -0.11)
H (-0.09, 3.52, -0.53)
H (-0.94, 3.58, 1.04)
H (-1.92, 3.64, -0.56)
H (-2.30, 1.56, -0.03)

Computed properties:
molecular weight	167.15	u
multiplicity	1
charge	+1
lowest unoccupied orbital energy	-0.09756	hartree
relative energy (zero: lowest compared OMol25 entry of this formula, charge and spin)	0.0	kJ/mol